# 1
CF3IOS as an isolated structure, computed with ωB97M-V/def2-TZVPD.

The geometry in XYZ format:
```
7
Properties=species:S:1:pos:R:3:forces:R:3:lowdin_charge:R:1
C 0.803 -0.332 0.191 -1.2 -1.4 -0.1 -0.800
O -1.806 -1.081 -0.685 -0.5 -0.8 0.5 -0.519
F 0.772 0.777 0.878 0.6 0.7 0.5 0.049
F 1.931 -0.468 -0.480 0.2 0.5 -0.5 0.124
F 0.750 -1.373 1.043 -0.6 0.4 -0.5 0.117
S -0.724 -0.200 -1.084 1.4 0.9 0.4 0.869
I -1.726 2.676 0.138 0.1 -0.4 -0.3 0.158
```
Positions in Å, forces in eV/Å.

Values from the calculation:
HOMO (alpha / beta) = -10.18 / -9.89 eV
F_max = 1.89 eV Å⁻¹
HOMO-LUMO gap (alpha / beta) = 8.02 / 6.79 eV

---

# 2
CF3NO2S as an isolated structure, computed with ωB97M-V/def2-TZVPD.

The geometry in XYZ format:
```
8
Properties=species:S:1:pos:R:3:forces:R:3:mulliken_spin:R:1
C 1.238 0.143 -0.086 -1.1 2.2 0.9 0.841
N -1.731 -0.326 0.066 2.6 0.1 -0.1 -0.010
O -1.292 -1.421 0.234 -1.0 -0.1 0.0 -0.025
O -1.022 0.693 -0.166 -0.2 0.2 -0.1 0.272
F 1.814 0.093 -1.211 1.7 -0.8 -2.6 0.048
F 1.304 -0.916 0.626 1.0 -1.6 1.2 0.050
F 1.646 1.241 0.550 0.2 -0.1 0.6 0.042
S -3.142 0.461 0.057 -3.0 0.1 0.2 0.782
```
Positions in Å, forces in eV/Å.

Values from the calculation:
HOMO (alpha / beta) = -8.09 / -10.86 eV
⟨S²⟩ = 2.008
spin multiplicity = 3
F_max = 3.21 eV Å⁻¹
HOMO-LUMO gap (alpha / beta) = 7.18 / 7.99 eV

---

Computed values of energy above the lowest of the compared OMol25 structures with the same formula, charge and spin (unit: eV) for the preceding records, in sequence: 1.237, 3.376.